{"formula": "C6H11N3", "method": "the ωB97M-V functional and the def2-TZVPD basis", "de_lowest_kj_mol": 489.04, "homo_lumo_gap_ev": [7.336, 7.331], "e_lumo_ev": [-0.58, -0.58], "species": ["C", "C", "C", "C", "N", "C", "N", "C", "N", "H", "H", "H", "H", "H", "H", "H", "H", "H", "H", "H"], "positions_angstrom": [[0.35, -0.03, 0.56], [0.86, -0.27, -1.85], [0.13, -1.03, 1.69], [1.65, 0.75, 0.72], [0.05, -0.63, -0.71], [-2.59, -0.03, -1.03], [-1.42, 0.40, -0.78], [-0.91, 1.02, 0.60], [-1.36, 1.88, 1.29], [0.39, -0.65, -2.76], [1.84, -0.75, -1.74], [1.03, 0.81, -1.97], [0.94, -1.77, 1.71], [0.10, -0.51, 2.65], [-0.81, -1.58, 1.55], [2.51, 0.08, 0.66], [1.76, 1.54, -0.03], [1.64, 1.23, 1.70], [-2.72, -0.78, -1.81], [-3.45, 0.32, -0.46]]}


{"formula": "C6H11N3OS", "method": "the ωB97M-V functional and the def2-TZVPD basis", "de_lowest_kj_mol": 318.53, "homo_lumo_gap_ev": [7.438, 7.428], "e_lumo_ev": [-0.83, -0.84], "species": ["C", "C", "C", "C", "C", "C", "N", "N", "N", "O", "S", "H", "H", "H", "H", "H", "H", "H", "H", "H", "H", "H"], "positions_angstrom": [[-0.69, -1.66, 0.29], [-2.95, -0.91, -0.15], [-3.10, 0.31, 0.77], [-2.47, 1.49, 0.04], [1.85, -1.58, -1.35], [2.21, 0.39, 0.09], [-1.95, -1.75, 0.22], [0.12, -0.63, 0.02], [1.39, -0.75, -0.25], [-3.72, -1.14, -1.05], [-1.15, 0.98, -1.08], [-0.18, -2.54, 0.70], [-4.16, 0.50, 0.95], [-2.59, 0.14, 1.72], [-3.18, 1.95, -0.64], [-2.08, 2.25, 0.73], [1.14, -2.39, -1.51], [1.95, -1.01, -2.28], [2.82, -2.00, -1.09], [3.25, 0.08, 0.15], [2.10, 1.18, -0.66], [1.87, 0.77, 1.05]]}


{"formula": "C6H11N4O", "method": "the ωB97M-V functional and the def2-TZVPD basis", "spin_multiplicity": 3, "de_lowest_kj_mol": 188.70, "s_squared": 2.021, "charge": 1, "homo_lumo_gap_ev": [7.355, 6.384], "e_lumo_ev": [-2.99, -7.17], "species": ["C", "C", "C", "C", "C", "C", "N", "N", "N", "N", "O", "H", "H", "H", "H", "H", "H", "H", "H", "H", "H", "H"], "positions_angstrom": [[-1.51, 0.83, -1.16], [-0.15, -0.63, 1.00], [3.70, 0.42, 0.00], [-2.27, 0.79, 0.18], [-1.32, 0.21, 1.36], [0.13, -0.67, -0.46], [-0.47, -0.08, -1.41], [0.32, -1.33, 1.91], [4.23, 1.35, -0.45], [1.14, -1.64, -0.92], [3.09, -0.57, 0.26], [-2.05, 0.90, -2.11], [-2.94, 1.51, 0.54], [-3.10, -0.06, 0.02], [-1.88, -0.29, 2.27], [-0.96, 1.16, 1.76], [1.24, -1.83, 1.75], [-1.11, 1.86, -0.99], [4.79, 2.28, -0.47], [0.94, -1.59, -1.97], [0.97, -2.64, -0.57], [2.05, -1.36, -0.52]]}


{"formula": "C6H11N4P", "method": "the ωB97M-V functional and the def2-TZVPD basis", "de_lowest_kj_mol": 0.00, "smiles": "CCP(CC)c1nncnn1", "homo_lumo_gap_ev": 8.150, "e_lumo_ev": -0.66, "species": ["C", "C", "P", "C", "C", "C", "N", "N", "C", "N", "N", "H", "H", "H", "H", "H", "H", "H", "H", "H", "H", "H"], "positions_angstrom": [[-0.47, 0.44, -2.05], [-1.41, 0.75, -0.87], [-1.10, 0.09, 0.82], [-0.60, -1.70, 0.65], [-1.03, -2.40, -0.65], [0.51, 0.89, 1.21], [1.14, 1.66, 0.32], [2.25, 2.25, 0.69], [2.69, 2.01, 1.92], [2.07, 1.25, 2.82], [0.95, 0.69, 2.46], [-0.43, 1.30, -2.72], [0.54, 0.22, -1.72], [-0.84, -0.40, -2.63], [-2.43, 0.44, -1.11], [-1.47, 1.83, -0.71], [-1.04, -2.20, 1.50], [0.49, -1.78, 0.76], [-0.28, -2.30, -1.42], [-1.98, -2.03, -1.02], [-1.16, -3.47, -0.46], [3.62, 2.47, 2.22]]}


{"formula": "C6H11N4S", "method": "the ωB97M-V functional and the def2-TZVPD basis", "de_lowest_kj_mol": 277.58, "smiles": "N[C@H]([NH3+])[C@H]1S[C@@H]1c1cn[nH]c1", "charge": 1, "homo_lumo_gap_ev": 8.908, "e_lumo_ev": -3.29, "species": ["C", "C", "C", "C", "C", "C", "N", "N", "N", "N", "S", "H", "H", "H", "H", "H", "H", "H", "H", "H", "H", "H"], "positions_angstrom": [[2.35, 1.46, -1.50], [3.05, -0.52, -1.98], [2.15, 0.07, -1.18], [1.22, -0.33, -0.16], [-0.15, 0.34, 0.09], [-1.41, -0.40, 0.44], [3.33, 1.64, -2.38], [3.71, 0.37, -2.74], [-2.52, 0.34, 0.36], [-1.24, -1.04, 1.87], [1.07, 0.66, 1.39], [1.80, 2.40, -1.13], [3.28, -1.55, -1.92], [1.40, -1.43, 0.10], [-0.27, 1.22, -0.61], [-1.39, -1.26, -0.32], [4.56, 0.15, -3.32], [-3.54, 0.06, 0.22], [-2.61, 1.27, 0.68], [-0.48, -1.78, 1.80], [-2.24, -1.26, 2.04], [-0.95, -0.35, 2.56]]}


{"formula": "C6H11N5O", "method": "the ωB97M-V functional and the def2-TZVPD basis", "de_lowest_kj_mol": 317.35, "homo_lumo_gap_ev": 8.525, "e_lumo_ev": -0.45, "species": ["C", "C", "C", "C", "C", "C", "N", "N", "N", "N", "N", "O", "H", "H", "H", "H", "H", "H", "H", "H", "H", "H", "H"], "positions_angstrom": [[-0.19, -0.45, -0.45], [-0.02, -0.54, 0.98], [-0.36, 0.80, -1.23], [-0.02, -2.75, -0.27], [-0.94, -3.01, 2.04], [1.26, 3.75, -1.40], [-0.15, -1.58, -1.09], [-0.08, 0.16, 1.97], [0.12, -2.49, 1.10], [0.18, 1.89, -0.60], [-0.02, 3.25, -0.87], [-0.86, 0.83, -2.34], [-0.97, -3.44, -0.55], [0.91, -3.18, -0.85], [-0.42, -3.84, 2.41], [-1.30, -2.36, 2.75], [-1.94, -3.22, 1.51], [1.71, 3.24, -2.22], [1.36, 4.81, -1.74], [1.85, 3.50, -0.59], [-0.19, -0.32, 2.86], [0.78, 1.72, 0.17], [-0.71, 3.22, -1.58]]}


{"formula": "C6H11N5O3", "method": "the ωB97M-V functional and the def2-TZVPD basis", "de_lowest_kj_mol": 109.51, "homo_lumo_gap_ev": 9.113, "e_lumo_ev": 0.26, "species": ["C", "C", "C", "C", "C", "C", "N", "N", "N", "N", "N", "O", "O", "O", "H", "H", "H", "H", "H", "H", "H", "H", "H", "H", "H"], "positions_angstrom": [[-1.71, 1.43, -0.07], [-1.89, 0.08, 0.13], [0.03, -2.38, -0.19], [-0.35, 1.66, -0.24], [-3.20, -0.63, 0.56], [0.40, 2.96, -0.14], [-0.71, -3.34, -0.35], [0.21, 0.43, -0.26], [-0.72, -0.55, -0.04], [1.29, -2.16, -0.13], [3.68, 0.11, -0.09], [2.91, 0.25, -1.06], [3.27, -0.58, 0.88], [4.71, 0.72, 0.03], [-2.52, 2.11, 0.18], [-3.83, 0.06, 1.24], [-3.06, -1.59, 1.07], [-3.74, -0.85, -0.38], [0.63, 3.30, 0.93], [-0.14, 3.86, -0.62], [1.42, 2.64, -0.44], [-1.60, -3.49, -0.68], [1.20, 0.22, -0.54], [1.99, -2.86, -0.23], [1.73, -1.38, 0.42]]}


{"formula": "C6H11N5OS", "method": "the ωB97M-V functional and the def2-TZVPD basis", "de_lowest_kj_mol": 0.00, "charge": -2, "homo_lumo_gap_ev": 5.324, "e_lumo_ev": 5.62, "species": ["C", "C", "C", "C", "C", "C", "N", "N", "N", "N", "N", "O", "S", "H", "H", "H", "H", "H", "H", "H", "H", "H", "H", "H"], "positions_angstrom": [[-0.78, -1.47, -2.34], [2.64, 2.09, 0.57], [1.70, 0.84, 0.64], [0.18, 1.12, 0.20], [-0.84, 0.90, 1.35], [-1.96, -1.01, 0.36], [-0.75, -3.19, -1.11], [-0.69, -2.51, -3.16], [-0.66, -3.60, -2.35], [-0.74, -1.89, -1.02], [-1.26, -0.53, 1.36], [-1.17, -1.09, 2.54], [-0.70, 0.19, -2.88], [2.09, 2.97, 0.96], [3.62, 1.80, 1.13], [2.93, 2.22, -0.50], [1.91, -0.01, 0.02], [1.52, 0.42, 1.62], [0.11, 2.13, -0.30], [-0.14, 0.47, -0.64], [-1.77, 1.52, 1.28], [-0.46, 1.07, 2.35], [-2.47, -2.03, 0.37], [-2.32, -0.40, -0.43]]}


| no. | E_tot (eV) |
| --- | --- |
| 1 | -10865.7503 |
| 2 | -23750.1887 |
| 3 | -14396.0050 |
| 4 | -21646.8697 |
| 5 | -23187.5486 |
| 6 | -15893.5423 |
| 7 | -19987.5557 |
| 8 | -26728.6788 |